1.
{
  "formula": "C4H14N3",
  "method": "ωB97M-V/def2-TZVPD",
  "e_above_lowest_kcal_mol": 18.25,
  "charge": 1,
  "lumo_energy_ev": -3.02,
  "e_homo_ev": -12.6,
  "elements": ["C", "C", "H", "H", "H", "H", "H", "H", "N", "C", "H", "H", "H", "N", "H", "H", "H", "N", "H", "C", "H"],
  "coordinates": [[0.3958, -0.3057, 1.7807], [1.0929, -1.6353, 2.0008], [0.6899, -2.3895, 1.3247], [0.0908, 1.6822, -3.4307], [1.2849, -0.0921, -4.1487], [-2.9449, 0.4669, 1.5784], [-0.1599, 2.0591, -1.2777], [-1.2656, -1.2558, 1.0658], [0.9607, -0.1544, -3.1993], [-1.8977, 0.6804, 1.3933], [1.4667, -0.7620, -2.5719], [-1.5791, 1.5226, 1.9967], [0.6195, 0.1429, 0.8155], [-1.0929, -0.5238, 1.7565], [2.1577, -1.5567, 1.8044], [-1.7215, 0.8736, 0.3412], [0.9457, -1.9992, 3.0176], [0.2543, 1.1407, -1.4108], [-1.4242, -0.9011, 2.6453], [0.4117, 0.9709, -2.6688], [0.6059, 0.3965, 2.5807]],
  "forces_ev_per_a": [[0.10, -0.18, 0.01], [-0.30, -0.03, 0.01], [0.08, -0.08, -0.14], [0.03, 0.10, 0.09], [0.03, -0.20, 0.01], [-0.07, 0.00, -0.04], [-0.03, -0.02, 0.13], [-0.10, 0.01, -0.02], [-0.05, 0.31, 0.15], [-0.01, -0.07, -0.09], [-0.03, 0.03, -0.15], [0.08, 0.01, 0.07], [0.14, 0.08, -0.09], [-0.13, -0.08, 0.02], [0.05, 0.09, 0.05], [0.02, 0.12, -0.06], [0.09, 0.02, 0.04], [-0.16, 0.16, 0.00], [0.15, 0.01, 0.07], [0.15, -0.44, -0.09], [-0.03, 0.16, 0.02]]
}

---

2.
{
  "formula": "C4H14N3",
  "method": "ωB97M-V/def2-TZVPD",
  "e_above_lowest_kcal_mol": 3.45,
  "charge": 1,
  "lumo_energy_ev": -2.87,
  "e_homo_ev": -13.7,
  "elements": ["H", "H", "H", "H", "C", "H", "H", "H", "H", "C", "H", "H", "H", "N", "H", "N", "N", "C", "H", "H", "C"],
  "coordinates": [[1.8665, -2.3908, -0.3966], [-0.3484, 0.3295, 0.4378], [0.7514, -1.6149, -1.5193], [3.1184, 1.2025, -0.6711], [2.7716, 0.2145, -0.9874], [-3.7600, -0.1637, 1.7350], [0.3720, 1.1024, -0.8750], [2.3804, 0.3015, -2.0022], [3.6406, -0.4376, -0.9812], [1.1002, -1.6248, -0.4900], [0.8714, 1.5265, 0.6426], [-4.4531, 1.3920, 0.2956], [0.2909, -1.9054, 0.1799], [-1.8275, -0.2107, 1.0201], [-2.8681, 1.7732, -0.2581], [0.5912, 0.7443, 0.0511], [-3.5091, 1.1051, 0.1109], [1.6865, -0.2901, -0.0517], [2.0397, -0.3857, 0.9770], [-1.6806, -0.8814, 1.7633], [-3.0341, 0.2137, 1.0195]],
  "forces_ev_per_a": [[0.08, 0.00, -0.09], [0.16, 0.20, -0.10], [-0.09, 0.07, -0.09], [0.03, -0.03, -0.06], [-0.09, 0.49, 0.38], [-0.18, -0.06, -0.14], [0.02, 0.14, -0.12], [0.08, -0.10, -0.06], [-0.08, -0.15, -0.06], [0.05, 0.15, 0.40], [0.03, -0.01, -0.13], [-0.05, 0.43, -0.28], [-0.16, -0.12, -0.12], [0.53, 0.24, 0.15], [0.11, 0.31, -0.43], [-0.48, -0.35, 0.03], [-0.25, -0.74, 1.14], [0.12, -0.31, 0.04], [0.19, -0.02, -0.11], [-0.08, -0.08, 0.09], [0.06, -0.06, -0.44]]
}

---

3.
{
  "formula": "C4H14N3",
  "method": "ωB97M-V/def2-TZVPD",
  "e_above_lowest_kcal_mol": 38.97,
  "charge": 1,
  "lumo_energy_ev": -3.08,
  "e_homo_ev": -14.0,
  "elements": ["C", "H", "C", "H", "H", "C", "H", "H", "H", "H", "H", "H", "H", "C", "H", "H", "H", "N", "N", "N", "H"],
  "coordinates": [[3.1296, 0.7669, -0.6910], [-1.8090, -1.2265, -1.9536], [-1.2852, -0.6170, 0.8102], [-2.6571, -2.0676, 0.3208], [1.9645, 2.2140, 0.5353], [-2.0708, -0.3115, -1.4900], [3.9271, 0.4741, -0.0151], [3.2453, 1.3914, -1.6408], [-1.9347, 0.5789, -2.2021], [1.8474, 0.5482, 0.8898], [-0.5162, -0.6117, 2.8161], [-3.1992, -0.6704, -1.3771], [2.8995, -0.2542, -1.2301], [2.0107, 1.2005, 0.1250], [0.0716, 0.5912, 1.7496], [-1.4747, -2.6520, 1.4460], [1.0676, 1.2495, -0.4445], [-1.9000, -1.8200, 0.9925], [-1.4488, 0.1746, -0.2955], [-0.5563, -0.1569, 1.8653], [-1.3112, 1.1986, -0.2108]],
  "forces_ev_per_a": [[0.32, -2.24, -3.40], [2.03, -0.74, -0.15], [0.34, 0.60, 1.43], [1.04, 0.30, 0.82], [1.06, 0.04, 0.10], [-3.32, 1.51, -1.44], [0.92, 0.78, -0.66], [0.85, -0.34, 1.81], [-0.78, -1.79, 0.61], [-0.34, -1.88, 2.34], [-0.43, 0.50, -1.90], [1.63, 1.87, 0.15], [0.03, 1.57, 1.24], [-2.79, 2.56, -1.24], [0.70, 0.92, -0.34], [-0.20, 1.39, -0.29], [0.12, -0.43, -0.23], [-0.54, -0.23, -1.76], [0.35, -1.45, 2.33], [-0.95, -1.62, 0.49], [-0.03, -1.31, 0.08]]
}

---

4.
{
  "formula": "C4H14N3",
  "method": "ωB97M-V/def2-TZVPD",
  "e_above_lowest_kcal_mol": 77.80,
  "s2": 0.757,
  "charge": 2,
  "lumo_energy_ev": [-9.03, -14.59],
  "e_homo_ev": [-16.5, -16.5],
  "multiplicity": 2,
  "elements": ["H", "H", "N", "H", "H", "H", "C", "C", "N", "H", "C", "H", "C", "H", "H", "H", "N", "H", "H", "H", "H"],
  "coordinates": [[-3.5466, 0.7663, -1.6968], [1.0146, -2.2024, -0.8809], [2.4992, 0.6058, -0.3144], [2.5087, 1.4043, 0.3167], [-3.7037, 0.7003, 0.0035], [1.2977, -3.0622, 1.2445], [-2.3138, 2.2954, -0.7283], [1.8611, -0.5328, -0.0542], [1.6692, -0.8864, 1.2608], [-2.9889, 3.0682, -0.3856], [-2.9608, 0.9427, -0.7578], [1.6290, -1.0462, -1.9887], [1.1965, -2.1071, 1.7875], [-1.7464, 2.5973, -1.6029], [1.8076, -2.2278, 2.7363], [-2.2337, 0.1274, -0.8143], [1.6036, -1.3890, -1.0307], [0.1357, -2.2481, 2.1683], [1.3820, -0.1740, 1.9483], [2.4819, 0.8659, -1.2979], [-1.5929, 2.5025, 0.0867]],
  "forces_ev_per_a": [[0.47, 0.54, 0.55], [0.21, -0.08, -0.03], [-1.41, -0.22, -0.01], [0.28, -0.21, 0.23], [0.40, 0.36, 0.38], [0.58, 0.80, -0.59], [0.72, 1.09, 1.56], [1.59, 0.35, -2.14], [-2.85, -0.77, 1.67], [-0.70, 0.30, -0.88], [-0.68, -1.16, -1.50], [0.15, -0.23, -0.03], [0.83, -2.28, 0.57], [-0.50, -0.05, -0.46], [-0.57, 0.08, -0.19], [0.18, -0.11, 0.31], [-0.66, 0.39, 0.83], [0.41, 1.30, 0.02], [0.90, 0.65, -0.38], [0.46, 0.26, 0.03], [0.20, -1.02, 0.06]]
}

---

5.
{
  "formula": "C4H14N3S",
  "method": "ωB97M-V/def2-TZVPD",
  "s2": 0.751,
  "charge": -2,
  "lumo_energy_ev": [5.91, 5.85],
  "e_homo_ev": [3.8, -0.5],
  "multiplicity": 2,
  "elements": ["N", "C", "H", "H", "H", "H", "H", "C", "N", "N", "H", "H", "C", "H", "C", "H", "H", "S", "H", "H", "H", "H"],
  "coordinates": [[-1.8384, -0.9858, 3.0758], [0.0794, 1.9567, -1.9734], [-1.3791, -1.7670, 1.2266], [-0.5065, 0.5196, 1.2899], [-0.4552, 0.8993, -3.7661], [1.8821, -1.1239, 1.1682], [-0.8613, 1.6640, -1.4759], [0.0902, -0.2875, 1.7272], [1.0630, -0.7298, 0.7174], [0.6724, -0.4309, -2.6169], [-0.2212, -2.2765, 2.4785], [-2.5708, -1.6832, 3.2013], [0.3963, 0.9355, -3.0655], [1.2601, 1.2785, -3.6492], [-0.8272, -1.4350, 2.1129], [1.3734, 0.1005, 0.1700], [-0.0609, -0.7059, -1.9684], [1.4163, 2.1678, -0.7545], [0.5534, 0.1289, 2.6316], [-0.1485, 2.9107, -2.4850], [1.4907, -0.3629, -2.0183], [-1.4082, -0.7732, 3.9739]],
  "forces_ev_per_a": [[0.17, 0.42, -0.31], [-0.09, 0.21, -0.09], [0.33, -0.08, 0.03], [0.08, -0.09, 0.06], [0.04, -0.04, 0.03], [-0.05, -0.01, -0.01], [0.20, -0.08, -0.03], [-0.06, -0.18, -0.42], [0.09, 0.33, -0.17], [0.03, 0.18, -0.07], [-0.03, -0.04, -0.10], [0.14, -0.21, 0.16], [-0.24, -0.05, -0.26], [-0.03, 0.02, 0.14], [-0.55, 0.26, 0.40], [-0.19, -0.48, 0.52], [0.02, -0.06, 0.03], [0.12, 0.38, -0.31], [0.03, 0.01, -0.02], [0.11, -0.15, 0.16], [0.01, -0.04, 0.08], [-0.14, -0.28, 0.15]]
}

---

6.
{
  "formula": "C4H14N3S",
  "method": "ωB97M-V/def2-TZVPD",
  "e_above_lowest_kcal_mol": 98.36,
  "smiles": "CC[NH2+][C@](C)(S)NN",
  "charge": 1,
  "lumo_energy_ev": -2.85,
  "e_homo_ev": -13.4,
  "elements": ["S", "H", "H", "H", "N", "H", "H", "H", "H", "H", "C", "C", "N", "N", "H", "H", "H", "C", "H", "H", "C", "H"],
  "coordinates": [[-2.4430, 0.0881, 0.9430], [0.3680, -0.6982, 0.6775], [-1.3336, 2.4047, -0.6899], [-0.5735, 1.3638, -1.8870], [-0.6597, -1.1130, -0.9624], [-1.8770, -2.6172, -0.0945], [3.5483, 0.6594, 0.7091], [-2.4533, -1.3305, 1.0854], [0.2531, 0.8258, 1.5210], [-2.2748, 1.1563, -1.6141], [1.4969, 0.6690, -0.0417], [-1.0812, 0.3723, -0.1848], [-0.9793, -2.2265, -0.1428], [0.2155, 0.3237, 0.6375], [1.5258, 0.2716, -0.9889], [-0.2567, -2.9635, -0.2628], [2.4331, 1.0205, 1.8925], [2.5722, 0.3692, 1.0274], [-1.4005, -1.0579, -1.7082], [1.5983, 1.8457, -0.1157], [-1.3400, 1.3555, -1.2140], [2.6615, -0.7190, 1.4132]],
  "forces_ev_per_a": [[-0.78, -0.70, 0.41], [-0.70, 0.21, 1.35], [-0.31, -1.68, -1.16], [1.92, 0.05, -2.18], [-3.65, 1.65, -0.44], [-1.47, -0.32, -0.69], [0.69, 0.00, -0.65], [0.52, 1.96, -0.16], [-0.70, -0.40, 0.31], [-1.71, -0.14, -0.96], [1.15, 4.54, 3.07], [1.23, -5.76, 1.26], [3.63, -0.01, 0.21], [0.46, 0.41, -1.77], [0.32, -1.33, -1.88], [-0.89, 0.86, 0.08], [-0.41, -0.13, 0.09], [0.08, -1.75, 0.36], [1.20, -0.30, 0.43], [-0.69, -2.26, -0.27], [0.51, 3.45, 3.43], [-0.40, 1.64, -0.82]]
}

---

7.
{
  "formula": "C4H14N4",
  "method": "ωB97M-V/def2-TZVPD",
  "e_above_lowest_kcal_mol": 93.75,
  "lumo_energy_ev": 0.91,
  "e_homo_ev": -7.6,
  "elements": ["H", "H", "N", "N", "H", "H", "N", "H", "H", "H", "H", "C", "H", "H", "C", "H", "C", "H", "H", "N", "C", "H"],
  "coordinates": [[2.1985, 1.0740, -0.3678], [1.8264, 0.7097, -2.0842], [1.0722, -0.7716, 1.5431], [-0.4052, 0.4086, 0.0712], [-1.5055, 1.3984, -1.4044], [-1.3136, -1.7410, 1.0657], [-0.5493, -2.0120, 0.4547], [-1.6737, 1.1057, 1.6098], [0.9659, -1.6265, 2.0756], [0.8582, -1.6464, -1.5351], [-1.1825, -0.2945, -1.7688], [0.3627, -0.9105, 0.2946], [-0.9287, -2.2893, -0.4404], [2.0643, -0.7406, 1.3344], [1.4184, 0.9365, -1.1063], [-2.4025, 0.1231, -0.5499], [-1.4270, 0.4005, -0.9657], [0.0550, 1.3319, 1.9172], [0.8509, 1.8623, -1.1976], [1.2049, -1.0157, -0.8183], [-0.7075, 1.3440, 1.1438], [-0.7819, 2.3532, 0.7285]],
  "forces_ev_per_a": [[-0.03, -0.22, 0.00], [0.47, 0.17, -0.02], [0.76, 0.02, 0.40], [0.23, 0.04, 0.36], [-0.06, 0.04, 0.02], [0.04, -0.13, -0.10], [-0.27, -0.68, -0.16], [-0.11, 0.16, 0.14], [-0.20, 0.00, -0.07], [-0.17, 0.56, -0.30], [0.14, 0.00, 0.07], [-1.75, 1.20, 0.61], [-0.19, -0.01, 0.06], [-0.04, 0.22, -0.09], [1.23, -1.96, -1.16], [-0.18, 0.03, -0.11], [0.33, -0.16, 0.63], [0.04, -0.11, -0.16], [-0.82, -0.52, 0.22], [0.85, 2.03, -0.15], [-0.28, -0.69, -0.12], [0.01, 0.02, -0.09]]
}

---

8.
{
  "formula": "C4H14N4",
  "method": "ωB97M-V/def2-TZVPD",
  "e_above_lowest_kcal_mol": 16.11,
  "smiles": "CN[C@@H](N)C(C)(N)N",
  "lumo_energy_ev": 0.90,
  "e_homo_ev": -9.0,
  "elements": ["C", "H", "N", "H", "N", "H", "H", "C", "H", "C", "H", "C", "H", "H", "H", "N", "N", "H", "H", "H", "H", "H"],
  "coordinates": [[0.5801, -0.0724, 1.8249], [-0.9635, -1.3763, -0.6382], [-0.9545, 0.6971, -1.6578], [2.4604, -0.9698, -2.0651], [-1.7200, 0.5262, 1.2837], [0.7420, -1.3283, -2.1136], [2.0300, 0.8250, -0.5565], [1.5301, -0.8908, -1.4933], [1.5268, -0.4830, 1.4612], [-0.4892, -0.0284, 0.7305], [0.2680, -0.6952, 2.6725], [0.0046, 0.8039, -0.5633], [0.7834, 0.9320, 2.2144], [1.6597, -1.4962, -0.5920], [-1.8266, 1.1201, -1.3413], [1.2893, 0.5134, -1.1814], [-0.9513, -1.3607, 0.3892], [-1.5471, 1.4887, 1.5695], [-0.5900, 1.2614, -2.4190], [-1.9202, 0.0262, 2.1497], [-1.9506, -1.3526, 0.5899], [0.0387, 1.8599, -0.2639]],
  "forces_ev_per_a": [[0.57, 0.11, -0.19], [0.09, -0.42, 0.32], [-0.65, -0.08, 0.49], [-0.12, 0.09, 0.03], [-0.05, 1.97, 0.18], [0.02, 0.28, 0.19], [-0.12, 0.04, -0.21], [0.46, -0.33, -0.11], [-0.07, -0.02, 0.00], [-0.10, -0.22, -0.12], [-0.14, 0.07, -0.31], [-0.55, 0.31, 0.21], [-0.01, -0.03, -0.11], [-0.18, -0.22, -0.04], [0.01, -0.27, -0.24], [0.15, -0.09, 0.87], [0.34, -0.85, -1.41], [-0.20, 0.05, 0.11], [-0.07, -0.10, 0.04], [0.01, 0.06, -0.17], [0.25, -0.27, 0.01], [0.34, -0.06, 0.45]]
}

---

| no. | calculated total energy (Ha) |
| --- | --- |
| 1 | -324.835759 |
| 2 | -324.859349 |
| 3 | -324.802738 |
| 4 | -324.284767 |
| 5 | -723.143297 |
| 6 | -722.909779 |
| 7 | -379.684409 |
| 8 | -379.808142 |